[1]
The following is a quantum chemistry calculation of a molecular structure, C3H2AgO2, from the Open Molecules 2025 dataset.

Each line ends with the Löwdin charge.
Geometry (Å):
1 O 1.0253 -1.0517 0.2534  -0.267
2 C -0.2036 -0.9632 -0.0884  -0.365
3 C -0.9620 0.1608 -0.2391  -0.141
4 O -0.4551 1.4705 -0.0142  -0.147
5 C 0.7056 1.7956 0.3310  0.014
6 Ag 2.7627 0.2852 0.1632  0.695
7 H -0.8313 -1.8780 -0.0606  0.115
8 H -2.0417 0.1807 -0.3453  0.097

For the HOMO energy (spin up / spin down), the calculation gives -6.94 / -7.92 eV. The energy relative to the best compared isomer or geometry (same formula, charge and spin) comes out at 46.3 kcal per mole. The LUMO energy (spin up / spin down) comes out at -1.09 / -1.23 eV. Its expectation value of S² is 0.760. For the total energy, the calculation gives -11231.6037 eV. Its spin multiplicity is 2.


[2]
The following is a quantum chemistry calculation of a molecular structure, C3H2AuFO2, from the Open Molecules 2025 dataset.

Each line ends with the Löwdin charge.
Geometry (Å):
1 O 0.2969 -1.2177 -0.7198  0.386
2 C -2.0048 -0.8282 -2.4384  0.017
3 C 0.3624 -0.6524 0.3476  -0.447
4 O -2.4612 0.0757 -1.9328  0.035
5 C 0.5860 0.7165 0.6786  -0.200
6 F 0.1221 -1.4344 1.4705  0.142
7 H 0.5005 1.3801 -0.1895  0.102
8 H 0.0548 1.0503 1.5769  0.113
9 Au 2.5434 0.9100 1.2070  0.853

For the HOMO energy (spin up / spin down), the calculation gives -12.61 / -16.48 eV. The energy relative to the best compared isomer or geometry (same formula, charge and spin) comes out at 0.0 kcal per mole. The LUMO energy (spin up / spin down) comes out at -5.03 / -10.41 eV. Its expectation value of S² is 3.766. For the total energy, the calculation gives -13632.9632 eV. Its spin multiplicity is 4. Its total charge is +1.


[3]
The following is a quantum chemistry calculation of a molecular structure, C3H2AuO3, from the Open Molecules 2025 dataset.

Each line ends with the Löwdin charge.
Geometry (Å):
1 C 0.9009 -0.4129 -1.0222  0.415
2 C 0.4433 0.8265 -1.0493  0.192
3 O -0.4182 1.1043 -0.0546  0.292
4 C -0.8271 -0.0614 0.5112  -0.420
5 O 0.0430 -0.9812 0.2669  0.241
6 O -1.6768 -0.0941 1.3932  0.031
7 H 1.0432 -1.1225 -1.8323  0.227
8 Au -1.1392 -0.3753 2.9542  1.684
9 H 1.6309 1.1165 -1.1671  0.339

For the HOMO energy (spin up / spin down), the calculation gives -27.69 / -28.27 eV. The energy relative to the best compared isomer or geometry (same formula, charge and spin) comes out at 0.0 kcal per mole. The LUMO energy (spin up / spin down) comes out at -16.85 / -20.10 eV. Its expectation value of S² is 2.010. For the total energy, the calculation gives -12927.9007 eV. Its spin multiplicity is 3. Its total charge is +3.


[4]
The following is a quantum chemistry calculation of a molecular structure, C3H2BeLiO3, from the Open Molecules 2025 dataset.

Each line ends with the Löwdin charge.
Geometry (Å):
1 O -1.6246 1.4415 -0.7368  -0.100
2 O 0.7036 0.3505 -0.0576  -0.169
3 C 1.9317 -0.0791 0.2448  -0.708
4 C -0.4129 -0.5778 -0.0557  -0.172
5 O 2.1160 -1.2886 0.4695  -0.164
6 C -1.5753 0.1358 -0.3017  -0.368
7 Be 2.6144 1.1923 0.2256  0.711
8 H -1.7686 1.5761 0.3548  0.185
9 H -2.4994 -0.4193 -0.5299  0.084
10 Li 0.5152 -2.3316 0.3869  0.701

For the HOMO energy (spin up / spin down), the calculation gives -5.96 / -7.40 eV. The LUMO energy (spin up / spin down) comes out at -2.36 / -2.07 eV. Its expectation value of S² is 0.757. For the total energy, the calculation gives -9884.8723 eV. Its spin multiplicity is 2.


[5]
The following is a quantum chemistry calculation of 2 unconnected molecules or ions with the total composition C3H2Br2, from the Open Molecules 2025 dataset.

Each line ends with the Löwdin charge.
Geometry (Å):
1 C 0.1284 0.5884 0.4441  -0.042
2 C -0.2327 0.5919 -0.8531  0.102
3 C -1.1560 0.0501 0.1473  -0.471
4 Br 2.7508 -1.5534 0.4443  -0.607
5 Br -2.3780 -1.4191 0.4251  0.787
6 H 0.8548 1.0358 1.2089  0.140
7 H 0.0326 0.7063 -1.8167  0.091

For the HOMO energy, the calculation gives -7.56 eV. The energy relative to the best compared isomer or geometry (same formula, charge and spin) comes out at 48.6 kcal per mole. The LUMO energy comes out at -2.66 eV. For the total energy, the calculation gives -143223.0679 eV.


[6]
The following is a quantum chemistry calculation of 3 unconnected molecules or ions with the total composition C3H2Br2F2, from the Open Molecules 2025 dataset.

Each line ends with the Löwdin charge.
Geometry (Å):
1 C 0.6373 -0.7762 2.5392  0.028
2 C 0.1581 -1.3128 1.5401  -0.711
3 C -0.7151 0.8686 -0.8354  -0.405
4 F -0.0259 1.5976 -1.6326  0.051
5 F -0.4833 1.4310 0.3336  0.039
6 Br 1.4744 -0.1293 -4.1154  0.038
7 Br -0.2915 -1.8610 -0.1158  0.820
8 H 0.9798 -0.1781 3.3331  0.017
9 H -1.7338 0.3602 -1.0468  0.122

For the HOMO energy (spin up / spin down), the calculation gives -9.98 / -7.87 eV. The energy relative to the best compared isomer or geometry (same formula, charge and spin) comes out at 123.1 kcal per mole. The LUMO energy (spin up / spin down) comes out at 0.51 / -3.66 eV. For the total energy, the calculation gives -148656.7807 eV.